This record from the OMol25 dataset describes a molecular structure, C28H34BrCl3N8O6SSiZr. The level of theory is the ωB97M-V functional and the def2-TZVPD basis.

- total charge = 0
- relative energy (zero: lowest compared OMol25 entry of this formula, charge and spin) (kcal per mole) = 55.20
- maximum force (Eh/bohr) = 0.0136
- E_HOMO (eV) = -7.70
- HOMO-LUMO gap (eV) = 8.061

The geometry in XYZ format:
```
83
Properties=species:S:1:pos:R:3:forces:R:3:mulliken_charge:R:1
Zr 0.19618 0.51008 -0.54741 0.6013 0.1567 -0.3236 0.264
Br -6.54120 0.00254 4.96469 0.0011 0.0022 0.0044 -0.195
Cl -4.60668 0.05334 -3.92966 -0.0535 -0.0145 -0.0823 -0.360
Cl -4.82124 0.77275 -0.74330 -0.0394 -0.0252 0.0132 -0.231
Cl -2.96908 -1.78246 -1.80415 -0.0505 -0.1220 0.0792 -0.248
S 2.77399 0.35476 -1.65195 0.0159 0.0104 -0.0021 -0.240
Si -3.53347 0.15243 -2.18557 0.2715 0.2612 0.2160 0.402
O -2.30609 1.15524 -2.56024 0.1121 0.0696 0.0004 -0.197
O 0.96549 -1.74080 -0.31160 -0.1249 0.0335 0.3323 0.497
O -0.92123 1.37799 1.28431 -0.0262 -0.0446 -0.0240 -0.387
O 0.53881 2.49269 -0.74544 -0.1936 -0.2082 -0.0137 -0.353
O -1.84297 1.06799 -1.16090 -0.1783 -0.3287 -0.0751 -0.228
O -1.17197 -0.70695 0.75970 -0.0446 -0.0122 -0.1521 -1.347
N 1.02022 0.66615 -4.31897 0.0478 -0.0211 0.0630 0.283
N 1.18278 -3.39436 1.22681 -0.0619 0.0417 -0.0304 -0.018
N 4.84693 -0.59436 -0.25798 0.0109 0.0529 -0.0027 -0.320
N -0.01521 -0.47890 -2.57705 0.1865 0.1789 -0.0036 1.328
N 0.98894 -1.44000 3.18048 -0.0159 -0.0299 -0.0941 -0.116
N 3.16727 0.26873 1.02323 0.0446 -0.0135 -0.0324 -1.292
N 0.66548 -1.61615 -4.50310 0.0165 0.0562 0.0463 0.106
N 1.97928 1.01568 0.95336 -0.1723 -0.0054 -0.0219 1.461
C 0.27902 -1.61173 -5.90509 0.0062 0.0025 -0.0291 -1.175
C 3.61605 0.03177 -0.16538 -0.1181 -0.1416 0.0750 0.099
C -4.99996 0.09562 3.86791 -0.0012 0.0106 0.0132 0.034
C 0.03126 -2.36106 3.16522 0.1040 0.0099 -0.0230 0.642
C 1.18053 3.26187 1.40773 0.0045 -0.0210 -0.0032 0.668
C 0.64365 1.97888 -3.82062 -0.0617 0.0190 0.0138 -0.926
C 0.50482 3.43334 0.18369 -0.0676 0.0418 0.0389 0.478
C 0.42573 5.43553 2.14898 0.0000 -0.0169 -0.0090 -0.861
C -2.76106 0.22821 2.27798 -0.0107 -0.0085 0.0573 0.056
C 0.49098 -2.89137 -3.83897 0.0037 -0.0290 0.0180 -1.028
C -0.86861 -2.53005 4.20904 -0.0616 0.0538 0.0133 -0.800
C -0.07702 -3.19482 1.91027 -0.0331 -0.0318 -0.0810 -0.212
C 2.91184 -3.13554 -0.41684 0.0129 0.0443 0.0364 -1.776
C 0.19142 -0.70137 5.31037 0.0579 0.0325 -0.0287 -0.744
C -3.49275 -0.95037 2.34538 -0.0039 0.0123 -0.0045 0.084
C -4.62022 -1.02461 3.14517 0.0039 0.0071 0.0012 -0.823
C 1.14510 4.27806 2.36475 0.0013 0.0222 -0.0008 -0.573
C 0.54080 -0.46513 -3.75569 -0.0830 -0.0994 -0.0787 0.114
C -1.56572 0.30771 1.41067 0.0361 0.1524 0.1835 1.709
C -4.28595 1.28281 3.80511 -0.0201 -0.0080 0.0129 -0.608
C -0.19005 4.62569 -0.04190 0.0049 -0.0060 -0.0135 -0.814
C -0.23827 5.60151 0.93299 0.0151 -0.0107 0.0118 -0.536
C 1.61746 -2.66348 0.19241 -0.0292 -0.1650 -0.1981 0.284
C 2.05892 2.12282 1.59156 0.0308 0.0414 0.0629 -0.943
C 2.21000 0.66077 -5.15336 -0.0036 0.0020 -0.0107 -1.280
C -0.79297 -1.67462 5.29665 -0.0253 -0.0425 -0.0370 -0.329
C 1.06535 -0.63619 4.23360 -0.0516 0.0834 0.0644 -0.187
C -3.15998 1.34490 3.00182 0.0224 -0.0346 0.0010 -0.446
H -0.56651 -3.15404 -3.69952 0.0054 0.0079 -0.0003 0.311
H -3.18166 -1.79925 1.75150 0.0074 -0.0181 -0.0135 0.369
H -0.51355 -4.16843 2.13794 0.0156 -0.0109 0.0079 0.412
H 2.93903 2.26447 2.22234 -0.0372 -0.0204 -0.0274 0.407
H 0.59165 2.66092 -4.67165 -0.0081 0.0039 0.0015 0.407
H 5.45313 -0.42612 0.53062 0.0039 0.0008 0.0071 0.286
H 1.81150 -4.09668 1.57850 0.0227 0.0271 0.0268 0.295
H 1.85975 0.10121 4.20809 0.0239 0.0230 -0.0065 0.421
H 3.00446 1.21159 -4.64327 -0.0085 0.0024 -0.0052 0.351
H 0.98677 -2.19481 -6.49749 0.0014 0.0025 -0.0039 0.328
H -4.61216 2.14350 4.37154 0.0008 0.0001 0.0038 0.462
H -0.70676 4.74233 -0.98510 -0.0092 0.0015 -0.0058 0.452
H 3.16928 -2.49056 -1.24996 -0.0025 0.0203 -0.0231 0.222
H 1.69421 4.14285 3.29004 0.0017 -0.0046 0.0045 0.449
H -0.79877 6.50941 0.74815 -0.0043 0.0049 -0.0055 0.420
H 0.28792 -0.00867 6.13476 0.0048 -0.0003 0.0071 0.414
H -0.50629 -1.35035 -2.41684 -0.1273 0.0392 -0.0053 -0.533
H 0.98791 -2.87250 -2.87008 -0.0086 0.0040 0.0058 0.118
H 0.95128 -3.66701 -4.45090 0.0050 -0.0035 -0.0032 0.385
H -2.58216 2.25563 2.92007 0.0026 0.0163 -0.0011 0.482
H 2.00768 1.14285 -6.11295 0.0063 -0.0080 -0.0103 0.347
H 3.71633 -3.09225 0.31571 0.0175 0.0062 0.0110 0.460
H -1.49163 -1.76791 6.11799 -0.0029 -0.0018 0.0034 0.441
H -1.62305 -3.30492 4.16130 -0.0174 -0.0088 -0.0055 0.369
H -0.71840 -2.04707 -6.02738 -0.0039 -0.0060 0.0021 0.373
H 5.28827 -0.50145 -1.15727 0.0220 0.0133 -0.0092 0.262
H 2.55394 -0.35452 -5.32328 -0.0020 -0.0069 0.0062 0.405
H 1.37403 2.36026 -3.10505 -0.0054 0.0158 0.0034 0.347
H -0.33678 1.93294 -3.35318 0.0265 0.0017 -0.0085 0.156
H 0.38997 6.20926 2.90332 0.0014 0.0055 0.0084 0.416
H -0.73625 -2.67144 1.21652 0.0050 -0.0690 0.0470 -0.268
H -5.20404 -1.93224 3.20282 -0.0061 -0.0051 -0.0033 0.457
H 2.80042 -4.16644 -0.75904 -0.0100 0.0097 0.0104 0.482
H 0.25393 -0.59608 -6.28698 -0.0011 -0.0008 -0.0019 0.378
```
Forces are in eV/Å.



This record from the OMol25 dataset describes 2 unconnected molecules or ions with the total composition C4H7NO in a non-equilibrium geometry. The level of theory is the ωB97M-V functional and the def2-TZVPD basis.

- total charge = 0
- relative energy (zero: lowest compared OMol25 entry of this formula, charge and spin) (kcal per mole) = 31.14
- maximum force (Eh/bohr) = 0.0367
- SMILES = c1cc[nH]c1.O
- E_HOMO (eV) = -8.27
- HOMO-LUMO gap (eV) = 9.324

The geometry in XYZ format:
```
13
Properties=species:S:1:pos:R:3:forces:R:3:mulliken_charge:R:1
O -4.10279 -0.36042 -4.20276 -0.6915 -0.1041 0.0033 -0.633
N 1.91390 -0.81643 1.49373 0.4038 0.6418 0.2859 -0.016
C 0.84135 0.87485 0.50494 0.3316 -0.9178 1.5353 -0.262
C 0.76909 1.03324 1.94308 0.2109 0.9424 -1.6200 -0.376
C 1.59098 -0.25957 0.29990 -0.4363 0.4801 -1.2810 -0.488
C 1.49878 0.03136 2.50720 -0.5031 -1.5626 0.1534 -0.508
H -5.05618 -0.43893 -4.07285 0.0204 0.3106 0.5650 0.318
H 2.35202 -1.71185 1.65623 0.0277 0.3922 -0.2168 0.208
H 0.29465 1.46106 -0.20993 0.3567 0.1874 -0.2192 0.386
H 1.59328 -0.40798 3.48933 -0.0138 0.7267 0.2588 0.340
H -4.05783 -0.81206 -5.04200 0.6715 -0.2061 -0.5698 0.315
H 1.99394 -0.56225 -0.65532 -0.1651 -0.6020 0.1833 0.349
H 0.36883 1.96899 2.28846 -0.2127 -0.2888 0.9216 0.368
```
Forces are in eV/Å.